No. 1
DFT (wB97M-V/def2-TZVPD) results for one molecule with the formula C6H6O.

XYZ file:
```
13
Properties=species:S:1:pos:R:3:nbo_charge:R:1
C 0.952 -0.883 -1.343 0.088
C -0.090 -0.223 -1.617 -0.261
C 1.843 -1.391 -0.530 -0.519
C 0.431 0.033 0.801 0.228
C -0.515 0.403 -0.376 0.189
C -1.850 0.903 0.246 -0.634
O 0.664 1.193 0.188 -0.451
H 1.733 -2.357 0.005 0.227
H 2.792 -0.991 -0.550 0.217
H 0.385 0.095 1.974 0.211
H -1.860 2.063 0.080 0.238
H -1.810 0.793 1.358 0.220
H -2.676 0.363 -0.235 0.245
```

Output
HOMO-LUMO gap (alpha / beta)   7.566 / 7.554 eV
ΔE to the lowest compared entry with this formula, charge and spin   186.0 kcal/mol
HOMO energy (alpha / beta)   -0.3033 / -0.3031 Ha
Molecular weight   94.11 g/mol
DFT total energy   -307.16709 Eh



No. 2
DFT (wB97M-V/def2-TZVPD) results for a 3-piece molecular cluster, C15H29IN4O12P2S2 overall.

XYZ file:
```
65
Properties=species:S:1:pos:R:3:nbo_charge:R:1
C -3.098 -3.406 -0.015 -0.663
C -1.583 -2.840 -0.055 0.075
C -1.466 -1.349 -0.633 -0.124
O -1.940 -0.346 0.341 -0.564
C -2.720 0.621 -0.376 0.788
O -3.965 0.451 -0.404 -0.534
C -2.072 1.857 -1.165 -0.642
S -1.119 3.019 -0.053 0.261
C 0.290 1.934 0.556 0.196
N 1.064 1.379 -0.451 -0.184
N 2.057 0.638 -0.022 -0.207
C 2.113 0.506 1.352 0.211
I 3.745 -0.794 2.074 0.196
N 1.327 1.036 2.359 -0.189
N 0.368 1.825 1.934 -0.171
O -0.719 -3.810 -0.709 -0.533
C -0.500 -3.503 -2.084 0.790
O 0.645 -3.094 -2.411 -0.539
C -1.693 -3.628 -3.139 -0.657
S -1.142 -3.209 -4.858 -0.032
H -3.299 -4.130 -0.889 0.215
H -3.251 -4.017 0.952 0.230
H -3.877 -2.557 -0.036 0.238
H -1.251 -2.779 1.047 0.219
H -0.334 -1.133 -0.744 0.212
H -1.946 -1.196 -1.658 0.194
H -2.926 2.425 -1.670 0.286
H -1.388 1.387 -1.970 0.256
H -2.168 -4.675 -3.097 0.272
H -2.522 -2.900 -2.822 0.244
H -0.224 -2.175 -4.735 0.164
C 8.908 -0.637 -4.295 -0.269
O 7.901 -1.262 -3.505 -0.705
P 6.966 -0.152 -2.576 2.242
O 8.015 -0.093 -1.471 -0.982
O 5.879 -1.342 -2.228 -0.808
C 5.924 -2.650 -2.769 -0.238
O 5.976 1.001 -1.783 -0.692
C 4.662 0.691 -1.351 -0.251
H 9.429 -1.405 -4.868 0.195
H 8.452 0.076 -4.986 0.168
H 9.629 -0.122 -3.654 0.199
H 6.794 -3.191 -2.388 0.189
H 5.926 -2.625 -3.859 0.185
H 5.027 -3.182 -2.445 0.189
H 4.688 -0.046 -0.545 0.194
H 4.053 0.339 -2.185 0.194
H 4.209 1.604 -0.959 0.182
C -1.893 2.254 4.083 -0.269
O -3.179 2.485 4.651 -0.705
P -4.317 3.131 3.532 2.248
O -3.804 4.553 3.728 -0.981
O -5.544 2.845 4.597 -0.810
C -5.386 2.176 5.835 -0.236
O -5.448 3.638 2.346 -0.693
C -6.844 3.473 2.520 -0.248
H -1.246 1.821 4.847 0.197
H -1.977 1.556 3.247 0.171
H -1.455 3.193 3.737 0.201
H -4.791 2.781 6.523 0.191
H -4.942 1.190 5.695 0.185
H -6.377 2.041 6.275 0.183
H -7.207 4.104 3.332 0.192
H -7.092 2.424 2.697 0.189
H -7.341 3.790 1.600 0.186
```

Output
HOMO-LUMO gap   7.127 eV
ΔE to the lowest compared entry with this formula, charge and spin   99.5 kcal/mol
HOMO energy   -0.3391 Ha
Molecular weight   710.40 g/mol
SMILES   C[C@H](COC(=O)CSc1nnc(I)nn1)OC(=O)CS.COP(=O)(OC)OC.COP(=O)(OC)OC
DFT total energy   -3487.29027 Eh



No. 3
DFT (wB97M-V/def2-TZVPD) results for a 3-piece molecular cluster, C4H14O2S overall.

XYZ file:
```
21
Properties=species:S:1:pos:R:3:nbo_charge:R:1
C 0.797 -0.061 -3.351 -0.606
C 0.448 0.044 -1.881 -0.401
C -0.945 0.569 -1.542 -0.409
C -1.330 0.203 -0.107 -0.490
S -2.898 0.989 0.444 -0.055
H 1.836 -0.367 -3.484 0.212
H 0.183 -0.737 -3.951 0.203
H 0.724 0.871 -3.922 0.204
H 1.152 0.773 -1.464 0.201
H 0.654 -0.914 -1.404 0.198
H -1.716 0.219 -2.232 0.197
H -0.951 1.660 -1.611 0.208
H -0.523 0.504 0.555 0.213
H -1.609 -0.845 -0.052 0.213
H -3.497 0.670 -0.705 0.113
O 1.575 -0.962 3.541 -0.949
H 0.938 -0.429 3.097 0.472
H 2.451 -0.800 3.165 0.470
O 4.033 -1.203 1.592 -0.942
H 4.295 -1.193 2.511 0.469
H 3.496 -1.955 1.406 0.480
```

Output
HOMO-LUMO gap   9.543 eV
ΔE to the lowest compared entry with this formula, charge and spin   12.9 kcal/mol
HOMO energy   -0.3321 Ha
Molecular weight   126.22 g/mol
SMILES   CCCCS.O.O
DFT total energy   -709.44513 Eh



No. 4
DFT (wB97M-V/def2-TZVPD) results for C14H33O5PRuS5 as an isolated structure.

XYZ file:
```
59
Properties=species:S:1:pos:R:3:nbo_charge:R:1
Ru -0.222 -0.257 0.208 0.429
S -3.187 3.217 0.771 0.020
C -2.081 2.062 0.529 -0.584
S -0.899 1.611 1.688 0.037
S -1.881 1.131 -0.891 -0.023
C 2.014 2.327 2.835 -0.244
O 2.554 1.058 2.408 -0.829
P 1.824 -0.068 1.560 1.896
O 3.103 -0.935 1.159 -0.825
C 4.283 -0.345 0.587 -0.258
O 1.194 -1.041 2.675 -0.852
C 1.962 -1.508 3.807 -0.261
H 2.760 2.758 3.497 0.209
H 1.083 2.195 3.376 0.197
H 1.856 2.982 1.983 0.203
H 4.991 -1.155 0.443 0.208
H 4.703 0.395 1.264 0.202
H 4.053 0.119 -0.372 0.186
H 1.920 -2.594 3.819 0.197
H 1.515 -1.106 4.714 0.197
H 2.999 -1.188 3.742 0.202
O -0.797 -2.074 -1.026 -1.021
S -2.122 -2.761 -1.382 1.237
C -1.631 -4.110 -2.498 -0.585
C -2.336 -3.880 -3.832 -0.414
C -2.387 -2.369 -4.035 -0.412
C -2.877 -1.788 -2.715 -0.596
H -1.904 -5.050 -2.021 0.250
H -0.545 -4.045 -2.570 0.248
H -3.348 -4.286 -3.795 0.219
H -1.809 -4.382 -4.642 0.243
H -3.056 -2.097 -4.851 0.244
H -1.395 -1.978 -4.273 0.212
H -3.958 -1.883 -2.592 0.247
H -2.591 -0.755 -2.532 0.272
C -2.269 -0.714 3.175 -0.746
S -1.952 -1.449 1.569 0.487
C -0.987 -2.904 2.060 -0.743
H -2.799 -1.449 3.781 0.239
H -2.899 0.156 3.014 0.264
H -1.335 -0.415 3.642 0.240
H -0.699 -2.798 3.101 0.241
H -0.102 -2.968 1.436 0.244
H -1.604 -3.791 1.929 0.236
C 1.550 1.826 -1.874 -0.636
C 1.613 0.450 -2.491 -0.066
O 1.632 -0.534 -1.443 -0.586
C 1.839 -1.877 -1.911 -0.053
C 3.233 -2.105 -2.463 -0.644
H 1.431 2.577 -2.654 0.241
H 2.463 2.041 -1.316 0.207
H 0.696 1.913 -1.200 0.223
H 2.522 0.361 -3.087 0.188
H 0.753 0.262 -3.143 0.178
H 1.078 -2.116 -2.656 0.176
H 1.671 -2.508 -1.041 0.198
H 3.390 -1.595 -3.412 0.214
H 3.376 -3.173 -2.632 0.230
H 3.988 -1.770 -1.753 0.214
```

Output
HOMO-LUMO gap (alpha / beta)   6.519 / 6.645 eV
ΔE to the lowest compared entry with this formula, charge and spin   44.0 kcal/mol
HOMO energy (alpha / beta)   -0.3804 / -0.3799 Ha
Molecular weight   573.79 g/mol
Charge   +1
Spin multiplicity   2
DFT total energy   -3356.39373 Eh
Expectation value of S²   0.790



No. 5
DFT (wB97M-V/def2-TZVPD) results for a 2-piece molecular cluster, CH6S2 overall.

XYZ file:
```
9
Properties=species:S:1:pos:R:3:nbo_charge:R:1
C 1.672 0.003 0.068 -0.865
H 2.639 -0.297 0.381 0.252
H 1.154 -0.987 0.254 0.189
H 1.689 0.069 -1.076 0.215
H 1.202 0.888 0.474 0.218
S -2.125 -0.682 -0.588 0.215
S -3.112 0.503 0.833 0.330
H -0.816 -1.034 -0.934 0.266
H -2.303 1.538 0.589 0.181
```

Output
HOMO-LUMO gap (alpha / beta)   8.952 / 7.106 eV
ΔE to the lowest compared entry with this formula, charge and spin   37.2 kcal/mol
HOMO energy (alpha / beta)   -0.6014 / -0.6035 Ha
Molecular weight   82.19 g/mol
Charge   +1
Spin multiplicity   2
DFT total energy   -837.66086 Eh
Expectation value of S²   0.755



No. 6
DFT (wB97M-V/def2-TZVPD) results for a 5-piece molecular cluster, C2H14O6 overall.

XYZ file:
```
22
Properties=species:S:1:pos:R:3:nbo_charge:R:1
O -3.000 -2.676 1.553 -0.722
C -2.958 -1.427 0.855 -0.095
C -2.285 -0.292 1.660 -0.096
O -0.878 -0.266 1.605 -0.740
H -2.122 -2.867 1.891 0.464
H -2.570 -1.642 -0.141 0.180
H -4.018 -1.256 0.668 0.192
H -2.646 -0.340 2.687 0.177
H -2.673 0.650 1.272 0.174
H -0.568 0.220 2.372 0.486
O 2.791 -1.487 -1.379 -0.953
H 3.529 -0.923 -1.614 0.488
H 2.502 -1.863 -2.210 0.475
O 0.545 3.103 -0.955 -0.969
H 0.703 2.223 -0.611 0.499
H 1.382 3.556 -0.849 0.449
O 3.449 1.406 -1.974 -0.955
H 3.427 2.362 -1.931 0.476
H 2.666 1.170 -2.472 0.478
O 0.816 0.454 -0.317 -0.999
H 1.563 -0.116 -0.499 0.496
H 0.342 0.011 0.387 0.494
```

Output
HOMO-LUMO gap   10.953 eV
ΔE to the lowest compared entry with this formula, charge and spin   6.8 kcal/mol
HOMO energy   -0.3832 Ha
Molecular weight   134.13 g/mol
SMILES   OCCO.O.O.O.O
DFT total energy   -536.01481 Eh



No. 7
DFT (wB97M-V/def2-TZVPD) results for an isolated ion of composition C5H6O4P and charge -1.

XYZ file:
```
16
Properties=species:S:1:pos:R:3:nbo_charge:R:1
C -1.409 1.452 0.188 -0.654
C -0.548 0.160 0.078 -0.028
C -1.273 -1.118 -0.270 -0.084
O -0.890 -2.135 0.589 -0.755
C 0.751 0.327 -0.161 -0.531
C 2.095 -0.949 -0.154 0.838
O 1.806 -2.104 -0.318 -0.697
O 3.149 -0.294 0.069 -0.723
P 2.041 1.512 0.363 1.291
O 2.480 2.425 -0.707 -1.111
H -1.923 1.287 1.132 0.198
H -2.218 1.649 -0.540 0.208
H -0.780 2.311 0.441 0.220
H -1.146 -1.421 -1.241 0.167
H -2.238 -0.822 -0.045 0.155
H 0.101 -2.280 0.578 0.507
```

Output
HOMO-LUMO gap   7.445 eV
ΔE to the lowest compared entry with this formula, charge and spin   33.3 kcal/mol
HOMO energy   -0.1405 Ha
Molecular weight   161.07 g/mol
SMILES   C/C(CO)=C1/C(=O)OP1[O-]
Charge   -1
DFT total energy   -836.46445 Eh



No. 8
DFT (wB97M-V/def2-TZVPD) results for an isolated ion of composition C2H3INO2 and charge +1.

XYZ file:
```
9
Properties=species:S:1:pos:R:3:nbo_charge:R:1
C -1.192 -0.140 -0.047 -0.494
N 0.203 -0.441 0.171 0.248
O 0.554 -1.604 0.243 -0.007
C 1.114 0.679 0.139 0.444
O 0.846 1.810 0.206 -0.364
I 3.123 -0.004 -0.001 0.296
H -1.196 0.143 -1.192 0.305
H -1.783 0.577 0.548 0.315
H -1.669 -1.019 -0.067 0.256
```

Output
HOMO-LUMO gap (alpha / beta)   5.812 / 5.812 eV
ΔE to the lowest compared entry with this formula, charge and spin   39.9 kcal/mol
HOMO energy (alpha / beta)   -0.5401 / -0.5401 Ha
Molecular weight   199.95 g/mol
SMILES   C[N+](=O)C(=O)I
Charge   +1
DFT total energy   -580.50472 Eh